1.
Density functional theory data (ωB97M-V/def2-TZVPD) for a structure of composition C50H79CdF12O32 at a distorted geometry.

Calculated values
- Kohn-Sham gap: 8.57 eV
- Highest occupied orbital energy: -6.7 eV
- E: -5726.44524 Eh
- Charge: -1
- LUMO: 0.067 Eh
- Largest force on an atom: 5.99 eV Å⁻¹

Geometry (Å):
Cd -1.056 -0.288 -2.978
C -0.357 -2.051 -1.037
O -1.186 -0.933 -1.001
O -0.198 -2.165 -2.417
C 0.867 -1.943 -0.082
F 1.510 -0.766 -0.143
F 0.418 -2.244 1.154
F 1.719 -2.908 -0.443
C -1.998 -0.749 0.117
C -2.857 0.481 -0.117
H -3.277 0.341 -1.114
H -3.755 0.626 0.483
H -2.267 1.396 -0.183
H -1.424 -0.551 1.023
H -2.692 -1.580 0.252
H -0.992 -2.884 -0.728
C -0.146 2.503 -3.243
O -1.487 2.245 -3.065
O 0.396 1.245 -2.840
C 0.198 3.112 -4.696
F -0.484 2.568 -5.682
F -0.113 4.390 -4.804
F 1.508 3.036 -5.027
C -2.347 3.395 -3.198
C -3.752 2.901 -2.806
H -4.495 3.671 -2.598
H -4.030 2.113 -3.505
H -3.784 2.444 -1.816
H -2.514 3.755 -4.214
H -2.006 4.231 -2.586
H 0.189 3.252 -2.524
C -2.724 -0.577 -5.130
O -1.236 -0.397 -4.984
O -2.994 -0.489 -3.756
C -3.508 0.360 -6.122
F -3.007 0.262 -7.397
F -4.853 0.195 -6.220
F -3.343 1.617 -5.724
C -0.473 -1.183 -5.872
C 0.966 -0.766 -5.637
H 1.277 -1.087 -4.643
H 1.681 -1.213 -6.329
H 1.113 0.308 -5.749
H -0.586 -0.934 -6.928
H -0.566 -2.261 -5.742
H -2.841 -1.620 -5.428
C 2.877 -0.274 2.984
O 2.778 1.040 3.528
C 1.777 1.093 4.552
C 1.916 0.179 5.832
O 3.152 0.193 6.456
C 3.143 -0.600 7.662
C 4.534 -0.579 8.357
O 5.066 0.749 8.575
C 6.293 0.712 9.313
H 1.957 -0.628 2.519
H 3.227 -0.936 3.777
H 3.710 -0.250 2.282
H 0.790 0.889 4.136
H 1.843 2.108 4.944
H 1.729 -0.866 5.577
H 1.118 0.389 6.546
H 2.796 -1.627 7.545
H 2.481 -0.086 8.361
H 5.222 -1.162 7.744
H 4.457 -1.053 9.337
H 6.953 0.143 8.658
H 6.132 0.209 10.268
H 6.545 1.742 9.564
C 7.130 -1.685 3.127
C 6.195 -2.637 3.841
O 5.280 -3.254 2.881
C 5.711 -4.344 2.291
O 6.733 -4.971 2.558
C 4.770 -4.839 1.179
F 4.376 -6.103 1.478
F 3.673 -4.108 1.012
F 5.441 -4.786 0.030
H 7.768 -1.176 3.851
H 6.504 -0.875 2.752
H 7.792 -2.076 2.355
H 5.691 -2.058 4.615
H 6.784 -3.394 4.359
C 3.976 3.037 0.900
C 2.723 3.362 0.040
C 1.414 2.697 0.620
O 0.449 3.755 0.599
C 1.135 4.927 0.519
O 0.624 6.055 0.606
O 2.385 4.762 0.208
H 3.940 2.002 1.243
H 4.145 3.535 1.855
H 4.976 3.148 0.481
H 2.805 3.273 -1.043
H 1.521 2.376 1.656
H 1.269 1.838 -0.036
C -3.358 4.922 -0.112
C -4.512 5.599 0.517
C -5.772 5.365 -0.152
O -6.616 4.911 0.880
C -5.964 4.886 2.102
O -6.458 4.520 3.154
O -4.689 5.275 1.902
H -2.397 5.074 0.378
H -3.322 5.240 -1.154
H -3.506 3.844 -0.034
H -4.299 6.652 0.329
H -5.735 4.594 -0.921
H -6.130 6.296 -0.592
C 3.829 1.586 -3.451
C 3.550 0.585 -2.268
C 3.956 -0.888 -2.528
O 4.805 -1.222 -1.495
C 5.210 -0.113 -0.889
O 6.021 -0.070 0.045
O 4.470 0.953 -1.263
H 4.758 1.473 -4.008
H 3.651 2.599 -3.092
H 3.077 1.388 -4.216
H 2.497 0.551 -1.988
H 4.425 -1.001 -3.506
H 3.057 -1.504 -2.573
C 4.221 -4.853 -2.828
C 3.340 -5.131 -4.078
C 1.997 -4.453 -4.160
O 1.988 -3.863 -5.441
C 3.195 -3.984 -5.981
O 3.448 -3.466 -7.075
O 4.026 -4.629 -5.212
H 5.108 -5.486 -2.800
H 3.624 -5.164 -1.970
H 4.530 -3.824 -2.650
H 3.280 -6.210 -4.219
H 1.789 -3.669 -3.431
H 1.171 -5.133 -3.951
C -1.527 2.441 2.579
C -2.507 2.747 3.806
C -3.809 2.092 3.708
O -3.959 1.491 4.990
C -2.801 1.508 5.698
O -2.638 1.008 6.770
O -1.933 2.128 4.971
H -1.704 3.121 1.746
H -1.682 1.470 2.108
H -0.481 2.534 2.869
H -2.701 3.814 3.922
H -3.737 1.306 2.955
H -4.669 2.706 3.442
C -6.845 1.317 1.537
C -7.051 -0.185 1.926
C -6.605 -1.280 0.935
O -5.567 -2.005 1.591
C -5.336 -1.471 2.785
O -4.475 -1.910 3.573
O -6.131 -0.393 2.996
H -7.245 2.000 2.287
H -7.287 1.476 0.553
H -5.813 1.658 1.452
H -8.086 -0.364 2.218
H -6.171 -0.767 0.076
H -7.454 -1.867 0.587
C -4.003 -4.507 -1.478
C -3.587 -3.922 -2.823
C -2.697 -4.721 -3.771
O -3.342 -4.720 -5.057
C -4.571 -4.159 -4.848
O -5.342 -3.929 -5.773
O -4.783 -3.932 -3.492
H -3.184 -4.784 -0.813
H -4.465 -5.485 -1.619
H -4.717 -3.895 -0.927
H -3.242 -2.891 -2.741
H -2.616 -5.709 -3.318
H -1.705 -4.275 -3.704


2.
Density functional theory data (ωB97M-V/def2-TZVPD) for a cluster of 20 separate species, C50H79ClN20O3P in total at a distorted geometry.

Calculated values
- Kohn-Sham gap: 5.29 eV
- Highest occupied orbital energy: -4.2 eV
- E: -4074.57246 Eh
- Charge: -1
- LUMO: 0.039 Eh
- Largest force on an atom: 5.11 eV Å⁻¹

Geometry (Å):
N -1.066 -5.036 5.073
C -1.126 -3.565 5.350
C -2.195 -2.778 4.393
O -3.317 -2.443 5.242
C -1.474 -1.522 3.681
P -2.507 0.082 3.611
Cl -3.761 1.881 3.529
C -0.979 1.184 3.997
C -0.783 1.348 5.611
O 0.639 1.713 5.808
C -2.295 0.281 1.692
O -1.115 1.055 1.299
C -0.512 0.573 0.111
C -0.022 -0.869 -0.164
C 0.680 -1.295 -1.510
C 0.884 -0.179 -2.599
C 0.400 1.301 -2.381
C -0.283 1.632 -1.029
H -1.708 -5.330 4.320
H -0.116 -5.245 4.706
H -0.051 -3.164 5.206
H -1.356 -3.384 6.473
H -2.561 -3.495 3.573
H -3.015 -2.024 6.077
H -1.191 -1.854 2.613
H -0.518 -1.301 4.266
H -3.715 -0.707 3.362
H -2.769 0.072 5.052
H 0.021 0.732 3.634
H -1.127 2.265 3.618
H -1.430 2.191 6.021
H -0.919 0.349 6.148
H 1.154 0.883 5.648
H -2.401 -0.726 1.150
H -3.210 0.904 1.352
H -0.163 -1.690 0.633
H 1.046 -2.368 -1.641
H 1.426 -0.492 -3.564
H 0.585 2.082 -3.185
H -0.611 2.711 -0.845
C -2.092 5.855 -0.271
C -0.772 5.484 -0.788
N 0.266 5.194 -1.194
H -2.894 5.495 -0.919
H -2.268 5.438 0.723
H -2.203 6.939 -0.191
C 3.974 -4.093 -0.611
C 2.607 -4.453 -0.239
N 1.531 -4.736 0.051
H 4.711 -4.680 -0.058
H 4.159 -4.260 -1.675
H 4.180 -3.040 -0.407
C -2.925 -2.857 -2.387
C -3.360 -1.664 -1.659
N -3.701 -0.725 -1.090
H -1.895 -3.123 -2.141
H -3.548 -3.723 -2.150
H -2.973 -2.709 -3.469
C -1.200 -6.025 1.014
C -1.784 -6.658 2.196
N -2.238 -7.157 3.129
H -1.523 -4.987 0.913
H -0.109 -6.021 1.059
H -1.484 -6.544 0.095
C -3.325 2.523 -4.654
C -2.515 1.303 -4.583
N -1.881 0.343 -4.528
H -2.829 3.367 -4.167
H -3.521 2.815 -5.689
H -4.294 2.391 -4.166
C -4.696 7.673 -3.606
C -3.885 6.455 -3.534
N -3.247 5.498 -3.477
H -4.199 8.516 -3.118
H -4.891 7.967 -4.644
H -5.664 7.541 -3.118
C -2.362 9.960 -6.712
C -3.729 9.604 -6.327
N -4.804 9.324 -6.023
H -1.623 9.377 -6.157
H -2.185 9.781 -7.775
H -2.152 11.016 -6.522
C -7.259 1.585 4.266
C -8.412 0.756 3.902
N -9.319 0.106 3.616
H -6.990 1.461 5.317
H -6.375 1.331 3.674
H -7.461 2.647 4.107
C 4.117 2.134 5.109
C 3.660 0.897 4.469
N 3.299 -0.075 3.967
H 3.276 2.745 5.448
H 4.741 1.929 5.981
H 4.706 2.745 4.425
C 3.012 -1.141 -6.852
C 3.342 -1.710 -5.545
N 3.598 -2.155 -4.513
H 3.749 -1.421 -7.613
H 2.036 -1.482 -7.205
H 2.981 -0.050 -6.819
C -1.275 7.819 3.320
C -2.415 6.973 2.957
N -3.310 6.307 2.671
H -1.004 7.697 4.371
H -0.391 7.577 2.726
H -1.494 8.878 3.162
C 5.086 0.627 -0.609
C 5.904 -0.587 -0.542
N 6.544 -1.544 -0.490
H 5.577 1.469 -0.116
H 4.892 0.924 -1.643
H 4.116 0.486 -0.125
C -2.122 -9.360 5.639
C -1.329 -10.590 5.723
N -0.706 -11.556 5.790
H -1.617 -8.522 6.125
H -2.306 -9.070 4.602
H -3.096 -9.476 6.121
C 0.362 1.763 -8.191
C 1.677 1.394 -8.723
N 2.710 1.104 -9.141
H -0.445 1.407 -8.835
H 0.197 1.338 -7.197
H 0.255 2.847 -8.103
C 7.449 -1.885 -3.772
C 8.768 -2.255 -4.294
N 9.804 -2.545 -4.703
H 6.645 -2.244 -4.419
H 7.276 -2.304 -2.778
H 7.339 -0.801 -3.689
C 6.426 6.275 3.960
C 5.802 5.351 4.911
N 5.311 4.625 5.657
H 5.899 7.232 3.925
H 7.464 6.486 4.228
H 6.428 5.868 2.947
C -0.629 -6.083 -3.931
C -1.346 -5.923 -2.663
N -1.910 -5.795 -1.667
H -1.125 -5.546 -4.743
H 0.392 -5.701 -3.865
H -0.565 -7.133 -4.226
C -1.310 -5.900 8.595
C -2.016 -5.730 9.868
N -2.571 -5.597 10.868
H -1.810 -5.367 7.782
H -0.287 -5.521 8.649
H -1.252 -6.951 8.304
C 6.244 -0.845 -9.978
C 5.654 -1.784 -9.021
N 5.189 -2.522 -8.269
H 5.704 0.105 -9.992
H 7.286 -0.624 -9.733
H 6.226 -1.244 -10.995


> What is the formula in the first record?

C50H79CdF12O32